[1]
Below is a structure of composition C35H48N5O12P3S3Y, with properties calculated with ωB97M-V with the def2-TZVPD basis set.

The charge is -1. The value obtained for the gap between HOMO and LUMO is 7.94 eV. Its HOMO energy is -5.737 eV.

Geometry as XYZ:
```
107
Properties=species:S:1:pos:R:3:lowdin_charge:R:1
Y 0.5427 0.0049 -0.6878 1.459
O -0.8961 2.9479 -3.7690 -0.007
C -0.6742 2.2401 -2.7760 -0.524
N 0.2484 1.3056 -2.6103 -0.090
C 1.1921 1.1511 -3.6858 -0.194
C 2.6013 1.1106 -3.1479 -0.254
C 3.6871 1.0318 -4.0152 -0.025
C 4.9655 1.0245 -3.4958 -0.065
C 5.1316 1.0970 -2.1200 -0.054
C 4.0034 1.1502 -1.3274 -0.141
N 2.7604 1.1557 -1.8237 0.078
C -1.5166 2.4979 -1.5376 -0.179
C -2.6997 3.2120 -1.6727 0.003
C -3.4098 3.5381 -0.5334 -0.066
C -2.9151 3.1423 0.7034 -0.084
C -1.7482 2.4026 0.7388 -0.169
N -1.0593 2.0754 -0.3562 0.055
H 1.1080 1.9734 -4.4025 0.121
H 1.0171 0.2206 -4.2410 0.094
H 3.5092 0.9693 -5.0816 0.115
H 5.8241 0.9538 -4.1528 0.102
H 6.1080 1.0648 -1.6571 0.106
H 4.0765 1.1558 -0.2518 0.069
H -3.0027 3.5011 -2.6685 0.118
H -4.3366 4.0950 -0.5999 0.106
H -3.4295 3.3818 1.6246 0.105
H -1.3391 2.0683 1.6867 0.084
N -2.2777 -0.1105 2.8654 0.018
C -2.8052 -1.4572 3.1341 -0.273
C -1.9054 -2.2415 4.0878 -0.203
C -0.6842 -2.9123 3.4561 -0.189
C 0.2811 -1.9574 2.7546 -0.233
N -0.1016 -1.6391 1.3677 -0.047
H -2.9518 0.3794 2.2905 0.010
H -1.4562 -0.1863 2.2726 0.024
H -2.9739 -2.0362 2.2126 0.104
H -3.7862 -1.3286 3.5962 0.107
H -2.5027 -3.0153 4.5794 0.103
H -1.5757 -1.5506 4.8713 0.103
H -1.0108 -3.6681 2.7329 0.107
H -0.1459 -3.4518 4.2413 0.106
H 1.2822 -2.3881 2.7196 0.115
H 0.3675 -1.0294 3.3233 0.078
H -1.0773 -1.8169 1.1550 0.020
H 0.4128 -2.2660 0.7509 0.028
O 3.3243 -3.1884 0.6606 -0.145
P 3.6000 -1.7227 0.0776 0.213
O 4.9358 -1.2270 0.4465 -0.273
O 2.3991 -0.8412 0.3880 -0.446
O 3.5125 -1.9834 -1.5406 -0.259
P 2.2029 -2.6758 -2.1874 0.208
O 2.5676 -2.6842 -3.7466 -0.108
O 2.0872 -4.0508 -1.6298 -0.298
O 1.0451 -1.7207 -2.0394 -0.380
H 2.8568 -3.7412 -0.0121 0.032
H 3.0891 -3.4668 -3.9632 0.078
C 2.5135 5.0215 1.0043 -0.073
C 1.2576 4.1780 0.9847 -0.308
O 1.2173 3.3024 2.1258 -0.307
P 1.6146 1.7400 1.8282 0.825
O 3.2147 1.7748 1.7220 -0.319
C 4.1373 1.4386 2.7767 -0.264
C 5.5362 1.5091 2.2123 -0.075
O 1.4352 1.1609 3.3242 -0.308
C 0.4420 1.6029 4.2680 -0.286
C 0.7852 0.9869 5.6037 -0.070
H 2.5106 5.7111 0.1579 0.077
H 3.3964 4.3865 0.9321 0.067
H 2.5730 5.6013 1.9264 0.076
H 1.2030 3.5885 0.0624 0.091
H 0.3587 4.7946 1.0350 0.114
H 3.9140 0.4293 3.1225 0.118
H 3.9980 2.1363 3.6065 0.113
H 5.6642 0.7372 1.4531 0.049
H 6.2583 1.3247 3.0109 0.077
H 5.7347 2.4954 1.7881 0.075
H -0.5456 1.2721 3.9424 0.080
H 0.4591 2.6912 4.3167 0.108
H 0.7934 -0.1016 5.5329 0.068
H 0.0408 1.2772 6.3474 0.077
H 1.7678 1.3180 5.9423 0.076
O -1.5575 -0.8490 -0.9044 -0.341
C -2.5470 -1.4837 -1.6317 -0.606
C -2.8092 -0.7810 -2.9698 -0.436
C -3.8878 -0.0447 -3.3688 -0.132
C -3.7384 0.5076 -4.6715 -0.190
C -2.5484 0.1717 -5.2375 -0.400
S -1.6134 -0.8168 -4.2051 1.091
C -3.8475 -1.4729 -0.8265 -0.443
C -4.7803 -2.4465 -0.6362 -0.111
C -5.8750 -2.0204 0.1703 -0.188
C -5.7533 -0.7242 0.5650 -0.411
S -4.2935 -0.0298 -0.0068 1.068
C -2.2160 -2.9483 -1.9139 -0.475
C -2.6127 -3.7461 -2.9465 -0.142
C -2.1699 -5.0921 -2.8095 -0.186
C -1.4561 -5.2871 -1.6678 -0.403
S -1.3045 -3.8421 -0.7714 1.081
H -4.7635 0.0957 -2.7512 0.092
H -4.4740 1.1360 -5.1543 0.093
H -2.1603 0.4793 -6.1952 0.064
H -4.6788 -3.4354 -1.0615 0.113
H -6.7101 -2.6517 0.4414 0.093
H -6.4324 -0.1555 1.1811 0.057
H -3.1917 -3.3762 -3.7808 0.111
H -2.3561 -5.8703 -3.5369 0.093
H -0.9606 -6.1870 -1.3413 0.063
```

[2]
Below is a structure of composition C35H48N5OSSiTc, with properties calculated with ωB97M-V with the def2-TZVPD basis set.

As for the multiplicity: 4. The charge is +3. The value obtained for the gap between HOMO and LUMO (alpha / beta) is 7.90 / 7.25 eV. Its HOMO energy (alpha / beta) is -15.748 / -15.746 eV.

Geometry as XYZ:
```
92
Properties=species:S:1:pos:R:3:lowdin_charge:R:1
Tc -0.0648 0.6217 0.1736 1.323
C 6.8382 0.6417 1.2687 -0.022
C 6.2758 -0.1104 0.0486 -0.553
C 6.7718 0.5612 -1.2468 -0.021
C 6.7716 -1.5567 0.0861 -0.048
C 4.7643 -0.0289 0.0791 -0.108
C 3.9332 -1.1478 0.1193 0.045
C 2.5649 -0.9913 0.1440 -0.104
N 1.9608 0.2053 0.1085 -0.075
C 2.7491 1.3088 0.0400 -0.176
C 4.1225 1.2158 0.0421 0.074
C 2.0218 2.5797 -0.1714 -0.171
C 2.6158 3.8242 -0.1536 0.075
C 1.8978 4.9748 -0.4893 -0.112
C 0.5938 4.7676 -0.9562 0.035
C 0.0426 3.5105 -0.9101 -0.108
N 0.6974 2.4260 -0.4525 -0.092
C 2.5293 6.3471 -0.4043 -0.551
C 1.4630 7.4461 -0.3312 -0.043
C 3.3761 6.5406 -1.6802 -0.013
C 3.4367 6.4393 0.8337 -0.033
H 7.9270 0.6050 1.2374 0.103
H 6.5117 0.1762 2.2005 0.098
H 6.5423 1.6922 1.2816 0.082
H 7.8551 0.4590 -1.3062 0.102
H 6.5363 1.6264 -1.2723 0.083
H 6.3372 0.0873 -2.1290 0.099
H 7.8602 -1.5602 0.0584 0.101
H 6.4202 -2.1300 -0.7745 0.095
H 6.4659 -2.0609 1.0055 0.095
H 4.3450 -2.1462 0.1361 0.123
H 1.9159 -1.8580 0.1937 0.112
H 4.7131 2.1192 -0.0097 0.120
H 3.6573 3.9093 0.1211 0.122
H 0.0081 5.5847 -1.3524 0.125
H -0.9639 3.3371 -1.2756 0.112
H 0.8922 7.5280 -1.2574 0.086
H 1.9493 8.4062 -0.1690 0.100
H 0.7737 7.2759 0.4997 0.098
H 2.7532 6.5132 -2.5758 0.097
H 4.1454 5.7710 -1.7685 0.091
H 3.8699 7.5118 -1.6363 0.105
H 2.9161 6.1130 1.7368 0.098
H 3.7403 7.4751 0.9775 0.100
H 4.3503 5.8532 0.7231 0.083
N -4.7904 1.9077 1.7605 0.083
C -4.5452 2.0395 0.2895 -0.074
C -3.2794 1.2779 -0.0940 -0.161
N -2.0917 1.7013 0.6805 -0.146
C -2.3726 1.6103 2.1348 -0.166
C -3.6140 2.3936 2.5466 -0.076
H -4.9721 0.9270 1.9983 0.170
H -5.6305 2.4283 2.0239 0.198
H -4.4598 3.1023 0.0628 0.147
H -5.4007 1.6403 -0.2531 0.151
H -3.0963 1.4262 -1.1576 0.136
H -3.4259 0.2084 0.0708 0.099
H -1.9049 2.6786 0.4644 0.088
H -1.5202 1.9993 2.6909 0.135
H -2.4941 0.5553 2.3932 0.104
H -3.4976 3.4589 2.3465 0.147
H -3.8108 2.2572 3.6084 0.151
C -0.1922 -6.7656 0.2537 -0.042
C 0.2070 -6.0026 1.3440 -0.057
C -0.2930 -4.7227 1.5182 -0.096
C -1.2018 -4.1879 0.5983 -0.294
C -1.5991 -4.9689 -0.4943 -0.103
C -1.1014 -6.2512 -0.6610 -0.054
Si -1.9361 -2.5098 0.7225 0.695
C -3.3499 -2.2364 1.9243 -0.294
C -3.1293 -2.0741 3.2962 -0.105
C -4.1835 -1.8564 4.1734 -0.062
C -5.4871 -1.8115 3.6948 -0.064
C -5.7319 -2.0043 2.3377 -0.078
C -4.6702 -2.2082 1.4616 -0.117
H 0.2049 -7.7627 0.1175 0.121
H 0.9029 -6.4112 2.0652 0.117
H 0.0145 -4.1513 2.3872 0.076
H -2.3071 -4.5759 -1.2174 0.100
H -1.4223 -6.8474 -1.5051 0.119
H -2.3204 -1.9703 -0.5951 0.012
H -2.1234 -2.1419 3.6988 0.089
H -3.9905 -1.7580 5.2341 0.118
H -6.3126 -1.6626 4.3791 0.118
H -6.7518 -2.0563 1.9741 0.117
H -4.8801 -2.4030 0.4131 0.107
O -0.3231 -0.7484 -1.9755 -0.100
H -0.5076 -0.4040 -2.8588 0.078
H 0.3706 -1.4102 -2.0969 0.068
S 0.9798 -1.4844 3.4393 0.894
C 0.0607 -1.3847 2.2015 -0.924
N -0.6572 -1.2713 1.2083 -0.177
```

[3]
Below is a structure of composition C35H49AsN6O3Y, with properties calculated with ωB97M-V with the def2-TZVPD basis set.

The charge is +3. The value obtained for the gap between HOMO and LUMO is 8.98 eV. Its HOMO energy is -16.253 eV.

Geometry as XYZ:
```
95
Properties=species:S:1:pos:R:3:nbo_charge:R:1
Y 0.3176 0.0284 0.2955 2.076
C -0.3806 -0.5490 3.5209 -0.206
C -1.1492 0.6801 3.0127 -0.458
C -0.2993 1.9131 2.8571 0.239
C -0.3477 2.9670 3.7593 -0.236
C 0.5298 4.0301 3.6087 -0.110
C 1.4358 4.0169 2.5567 -0.236
C 1.4095 2.9441 1.6849 0.052
N 0.5546 1.9225 1.8172 -0.594
N 0.7341 -0.9640 2.6200 -0.519
C 0.8933 -2.4451 2.5621 -0.267
C 0.7474 -3.0932 1.2020 0.229
C 0.7337 -4.4812 1.1220 -0.185
C 0.6294 -5.0895 -0.1133 -0.121
C 0.5478 -4.2940 -1.2511 -0.231
C 0.5769 -2.9271 -1.0879 0.057
N 0.6735 -2.3290 0.1105 -0.584
C 2.0112 -0.3780 3.1001 -0.256
C 3.0892 -0.4955 2.0540 0.214
C 4.4024 -0.7535 2.4141 -0.228
C 5.3625 -0.8847 1.4242 -0.104
C 4.9711 -0.7731 0.0991 -0.226
C 3.6455 -0.5014 -0.1768 0.064
N 2.7120 -0.3405 0.7734 -0.584
H -1.0907 -1.3719 3.5929 0.228
H 0.0048 -0.3682 4.5298 0.219
H -1.9599 0.8820 3.7157 0.264
H -1.6359 0.4283 2.0629 0.237
H -1.0502 2.9407 4.5797 0.251
H 0.5155 4.8526 4.3095 0.257
H 2.1484 4.8151 2.4164 0.255
H 2.1000 2.8879 0.8500 0.214
H 0.1894 -2.9155 3.2531 0.236
H 1.8880 -2.7113 2.9385 0.240
H 0.8008 -5.0723 2.0238 0.236
H 0.6138 -6.1664 -0.1926 0.252
H 0.4731 -4.7249 -2.2365 0.251
H 0.5310 -2.2659 -1.9449 0.204
H 2.3366 -0.8796 4.0200 0.223
H 1.8550 0.6710 3.3533 0.241
H 4.6619 -0.8687 3.4571 0.248
H 6.3912 -1.0908 1.6818 0.255
H 5.6751 -0.9028 -0.7083 0.251
H 3.2967 -0.4143 -1.1976 0.219
C -3.7563 -0.8221 -0.7441 -0.726
C -2.8596 -1.6338 0.1387 0.656
O -1.7447 -1.1838 0.4580 -0.716
C -3.3036 -2.9303 0.6660 -0.145
C -2.6527 -3.4715 1.7773 -0.164
C -3.0525 -4.6852 2.2982 -0.215
C -4.0935 -5.3842 1.6958 -0.128
C -4.7404 -4.8645 0.5839 -0.202
C -4.3595 -3.6333 0.0765 -0.151
H -3.1991 0.0205 -1.1473 0.237
H -4.5915 -0.4615 -0.1386 0.269
H -4.1949 -1.4148 -1.5423 0.256
H -1.8466 -2.9175 2.2352 0.200
H -2.5691 -5.0898 3.1744 0.232
H -4.4068 -6.3352 2.1011 0.245
H -5.5469 -5.4129 0.1204 0.247
H -4.8805 -3.2395 -0.7819 0.223
C 3.1788 2.4836 -2.2349 -0.412
N 2.0566 2.1605 -3.1057 -0.414
C 1.8787 3.0563 -4.2439 -0.416
C 1.2475 1.1138 -2.8643 0.833
O 1.1934 0.5801 -1.7081 -0.832
N 0.4653 0.6634 -3.8617 -0.427
C 0.9214 0.6209 -5.2550 -0.413
C -0.6663 -0.2006 -3.5649 -0.407
H 3.1506 3.5477 -1.9921 0.214
H 4.1238 2.2776 -2.7390 0.228
H 3.1264 1.9033 -1.3182 0.219
H 2.0520 4.0751 -3.8965 0.224
H 0.8609 2.9857 -4.6212 0.220
H 2.5788 2.8481 -5.0519 0.225
H 0.3356 1.2804 -5.8940 0.219
H 0.8124 -0.4032 -5.6130 0.227
H 1.9737 0.8868 -5.3195 0.225
H -0.3896 -1.2556 -3.6292 0.202
H -1.4394 -0.0167 -4.3118 0.230
H -1.0756 0.0293 -2.5780 0.222
C -2.5482 2.9046 -2.6589 -0.992
As -1.7046 3.0054 -0.9505 1.995
C -2.9334 3.7362 0.3084 -0.989
C -0.2251 4.2040 -1.1174 -0.998
O -1.2421 1.4655 -0.4502 -1.239
H -2.9973 3.8709 -2.8869 0.275
H -3.3241 2.1398 -2.6391 0.264
H -1.8043 2.6593 -3.4162 0.252
H -3.2080 4.7467 0.0106 0.274
H -2.4609 3.7591 1.2908 0.257
H -3.8243 3.1088 0.3397 0.267
H 0.0611 4.5832 -0.1379 0.262
H -0.5290 5.0363 -1.7516 0.274
H 0.6082 3.6748 -1.5791 0.249
```

[4]
Below is a structure of composition C35H49BClN7O4PS2W at a distorted geometry, with properties calculated with ωB97M-V with the def2-TZVPD basis set.

As for the multiplicity: 4. The value obtained for the gap between HOMO and LUMO (alpha / beta) is 5.34 / 6.87 eV. Its HOMO energy (alpha / beta) is -5.442 / -7.535 eV.

Geometry as XYZ:
```
101
Properties=species:S:1:pos:R:3:lowdin_charge:R:1
W 0.1006 0.7730 0.0315 1.612
C -2.0658 0.2717 3.1337 -0.059
C -1.4446 1.4969 3.7888 -0.349
C -0.4775 1.0831 4.9086 -0.059
C -0.7075 2.4627 2.9082 -0.247
C -0.5819 3.8021 3.3081 -0.004
C 0.2859 4.3695 2.4122 -0.050
N 0.6441 3.4291 1.5272 -0.021
N 0.0362 2.2551 1.8132 -0.008
B 1.5673 3.6458 0.3309 -0.543
N 0.7059 3.6277 -0.9379 -0.011
C 0.5562 4.6603 -1.7793 -0.044
C -0.3363 4.2912 -2.7522 -0.003
C -0.7156 2.9772 -2.4430 -0.225
N -0.0635 2.5816 -1.3288 -0.003
C -1.7561 2.2692 -3.2727 -0.321
C -2.0337 0.8096 -2.9242 -0.046
C -1.3938 2.3677 -4.7605 -0.057
N 2.5786 2.5134 0.2373 -0.006
C 3.9189 2.6027 0.2931 -0.029
C 4.4449 1.3566 0.0478 0.014
C 3.3447 0.5184 -0.1553 -0.275
N 2.2076 1.2401 -0.0413 -0.099
C 3.3940 -0.9530 -0.4240 -0.407
C 4.0183 -1.2701 -1.7856 -0.040
C 4.1836 -1.6526 0.6852 -0.075
H -2.5986 -0.2972 3.8954 0.091
H -1.3019 -0.3685 2.6967 0.008
H -2.7820 0.5636 2.3691 0.067
H -2.2586 2.0759 4.2453 0.138
H 0.3533 0.5195 4.4922 0.044
H -0.9929 0.4629 5.6377 0.079
H -0.0840 1.9599 5.4193 0.075
H -1.0737 4.2666 4.1385 0.110
H 0.6661 5.3685 2.3478 0.120
H 2.1144 4.6896 0.4207 0.124
H 1.0869 5.5768 -1.6220 0.122
H -0.6879 4.8880 -3.5669 0.104
H -2.6832 2.8336 -3.1064 0.148
H -1.4846 0.1432 -3.5823 0.067
H -3.0937 0.5930 -3.0339 0.100
H -1.7465 0.6024 -1.8927 0.026
H -0.4245 1.9075 -4.9418 0.069
H -1.3494 3.3947 -5.1038 0.066
H -2.1414 1.8476 -5.3522 0.084
H 4.4050 3.5314 0.5096 0.125
H 5.4787 1.0814 0.0203 0.111
H 2.3668 -1.3457 -0.4191 0.042
H 5.0684 -0.9877 -1.8086 0.081
H 3.5007 -0.7411 -2.5807 0.052
H 3.9412 -2.3379 -1.9754 0.087
H 5.2355 -1.3828 0.6367 0.078
H 4.0929 -2.7294 0.5681 0.076
H 3.7900 -1.3723 1.6578 0.046
C 2.0309 -4.9234 4.2893 -0.067
C 2.3348 -4.3883 2.8998 -0.319
O 1.8835 -3.0475 2.7866 -0.381
P 0.7508 -2.5549 1.7515 0.053
S 1.1634 -0.5668 1.9987 0.514
S 0.8214 -3.6424 0.1069 0.388
O -0.6094 -2.7929 2.5818 -0.328
C -1.7071 -3.5709 2.1406 -0.327
C -1.9295 -4.7296 3.0972 -0.064
H 2.4713 -5.9092 4.4163 0.075
H 0.9568 -4.9864 4.4421 0.062
H 2.4469 -4.2488 5.0338 0.078
H 1.8728 -5.0087 2.1208 0.066
H 3.4177 -4.3741 2.7333 0.116
H -1.4968 -3.9384 1.1282 0.052
H -2.5790 -2.9098 2.1140 0.115
H -1.1098 -5.4417 3.0286 0.069
H -2.8569 -5.2344 2.8457 0.075
H -1.9855 -4.3578 4.1166 0.079
Cl -7.3563 -0.2425 -0.3508 0.639
C -5.7073 0.2683 -0.1905 -0.696
C -5.4423 1.6172 0.0389 -0.122
C -4.1299 2.0356 0.1679 -0.015
C -3.0675 1.1293 0.1219 -0.373
O -1.8290 1.5462 0.2199 -0.251
C -3.3542 -0.2705 -0.0892 -0.183
C -2.3165 -1.2060 -0.1016 -0.212
O -1.0736 -0.9652 0.2564 -0.409
C -4.7014 -0.6594 -0.2816 -0.069
H -6.2506 2.3249 0.1163 0.095
H -3.9074 3.0811 0.3251 0.115
H -2.5345 -2.2340 -0.4000 0.124
H -4.9285 -1.6969 -0.4714 0.109
C 1.1524 -1.6979 -5.8781 -0.027
C 0.9836 -1.2009 -4.4820 -0.242
C 0.3206 -1.9415 -3.4992 0.003
C 0.1452 -1.4360 -2.2363 -0.141
N 0.5827 -0.2130 -1.8189 -0.075
C 1.2901 0.4675 -2.7700 -0.131
C 1.4845 0.0331 -4.0582 -0.036
H 1.0976 -2.7838 -5.9058 0.084
H 2.1080 -1.3743 -6.2877 0.086
H 0.3631 -1.3055 -6.5208 0.093
H -0.0590 -2.9262 -3.7224 0.125
H -0.3466 -2.0492 -1.4961 0.028
H 1.7362 1.4077 -2.4723 0.115
H 2.0602 0.6481 -4.7335 0.125
```

Going through the records in order, we get calculated total energy values of -130528.6202, -67462.1821, -114039.6140, -101700.7727 eV.